11
Properties=species:S:1:pos:R:3:lowdin_charge:R:1 method="wB97M-V/def2-TZVPD" energy_ev=-18792.8125 largest_force_ha_per_bohr=0.067 lumo_ev="-2.053 / -2.052" de_lowest_kj_mol=519.7
C -0.311 -2.381 0.545 0.192
C -0.301 -1.203 0.205 -0.187
C -0.210 1.325 0.615 -0.105
C -0.523 0.119 -0.186 -0.682
O 1.710 0.411 -1.272 -0.308
Cl -1.531 0.154 -1.563 0.794
H -0.681 -3.277 0.920 0.031
H 0.022 2.235 -0.065 0.124
H 0.604 1.102 1.352 0.111
H -1.197 1.624 1.086 0.111
H 2.418 -0.110 -1.638 -0.082